1.
The following is a quantum chemistry calculation of a structure of composition C40H48BN7O4S3TcTe, from the OMol25 dataset.

XYZ file:
```
105
Properties=species:S:1:pos:R:3
Te -0.853 0.172 3.649
Tc -0.971 -0.384 -0.293
S -0.621 1.005 -2.206
S -0.685 -2.405 -1.510
S 1.183 -0.576 0.707
O -6.869 4.440 -1.905
O -1.244 1.244 0.910
O -5.425 5.487 -0.682
O -2.885 -0.198 -0.809
N -5.863 4.497 -1.234
N -0.766 -2.395 -4.290
N 1.519 2.732 -1.708
N 2.563 -2.970 0.480
N 2.379 -1.854 -1.397
N 2.042 0.619 -2.023
N 0.916 -1.290 -3.409
C -1.533 -0.596 6.513
C -0.167 -1.798 8.085
C 1.964 1.477 3.683
C 0.871 4.080 -1.560
C -3.590 0.895 -0.844
C 0.138 3.043 3.706
C 0.832 4.383 -0.060
C 0.676 -1.325 5.884
C 2.431 -3.431 1.900
C -2.867 -2.441 -5.543
C 0.599 1.730 3.710
C -1.953 -3.261 -4.628
C 2.869 2.588 -1.495
C 3.085 -3.003 -1.657
C -5.094 3.256 -1.075
C -4.016 3.243 -0.244
C 1.741 5.097 -2.305
C 1.001 -1.171 -4.777
C 3.187 1.289 -1.689
C -1.410 -4.495 -5.352
C -3.239 2.075 -0.107
C -0.178 -2.031 -3.131
C -0.533 4.136 -2.151
C 2.403 3.842 3.578
C -2.150 2.111 0.787
C -4.750 0.949 -1.648
C 2.060 -1.853 -0.092
C -0.512 -0.676 5.573
C 3.201 -3.693 -0.504
C 0.946 -3.589 2.235
C 3.128 -4.778 2.067
C -5.477 2.101 -1.777
C -1.352 -1.147 7.773
C -2.742 -3.695 -3.401
C 2.862 2.532 3.613
C 3.112 -2.410 2.811
C 1.031 1.505 -2.003
C 0.845 -1.886 7.140
C -0.027 -1.849 -5.321
C 1.041 4.096 3.646
B 2.126 -0.849 -2.544
H 4.165 -2.304 2.546
H -3.136 -2.837 -2.857
H 1.231 6.058 -2.323
H -0.923 3.246 3.781
H -2.137 -1.066 8.513
H -0.035 -2.241 9.063
H 3.052 -2.755 3.842
H -6.347 2.147 -2.418
H -2.236 -5.157 -5.609
H -0.275 -1.995 -6.354
H -3.143 -1.501 -5.064
H -1.232 3.495 -1.625
H -0.529 3.865 -3.209
H -0.894 -4.230 -6.274
H 0.676 5.116 3.667
H 4.194 -4.711 1.845
H 3.032 -5.087 3.106
H 3.105 4.662 3.519
H -0.895 5.160 -2.072
H 1.906 4.781 -3.335
H -0.718 -5.045 -4.714
H 3.691 -4.628 -0.318
H 4.142 0.798 -1.631
H 2.335 0.463 3.721
H -2.080 2.979 1.449
H 2.673 -5.555 1.452
H 3.085 -0.889 -3.253
H 2.704 5.258 -1.824
H -3.776 -3.003 -5.748
H 1.766 -2.401 7.384
H 0.365 5.352 0.111
H 0.262 3.618 0.472
H 1.798 -0.627 -5.251
H 0.459 -4.240 1.507
H 1.835 4.407 0.366
H -5.019 0.055 -2.193
H 2.631 -1.439 2.729
H 3.505 3.412 -1.234
H 0.433 -2.628 2.245
H -2.460 -0.094 6.270
H -2.142 -4.302 -2.728
H 3.453 -3.236 -2.641
H -2.401 -2.218 -6.501
H 0.842 -4.036 3.223
H -3.743 4.146 0.288
H 1.460 -1.400 5.142
H 3.925 2.329 3.591
H -3.583 -4.301 -3.732
```

## Properties
- 2S+1: 4
- Lowest unoccupied orbital energy (spin up / spin down): -7.36 / -7.33 eV
- Orbital gap (spin up / spin down): 4.82 / 4.84 eV
- Total charge: +2
- HOMO level (spin up / spin down): -12.2 / -12.2 eV


2.
The following is a quantum chemistry calculation of a structure of composition C32H32I3N5O4Ru, from the OMol25 dataset.

XYZ file:
```
77
Properties=species:S:1:pos:R:3
I -0.682 -2.808 6.609
I 3.861 -0.268 3.682
I 1.433 2.044 -3.014
Ru 0.121 0.240 0.016
O 6.836 -1.954 -1.519
O 1.606 -0.188 1.434
O -0.463 -1.283 -1.403
O -0.400 1.577 1.425
N -1.577 1.100 -0.803
N -2.206 2.006 0.064
N -0.923 -1.101 1.391
N 2.205 -1.241 -0.952
N 6.271 0.033 -2.380
C -0.472 -2.024 -3.655
C -0.863 -1.022 -2.590
C -2.084 1.027 -1.997
C -3.083 3.989 1.888
C 2.049 -2.556 -0.854
C -2.116 -2.271 3.584
C -3.541 4.869 2.855
C 5.361 1.101 -2.774
C 1.885 -0.920 3.665
C 3.406 -0.768 -1.264
C -1.626 0.068 -2.944
C -2.163 -1.513 1.316
C 5.167 2.186 -1.718
C -0.774 -1.840 3.689
C 4.520 -1.573 -1.508
C -2.804 -2.111 2.413
C 0.043 -1.955 4.842
C -3.215 1.938 -2.384
C -2.925 4.922 4.099
C -0.214 -1.242 2.539
C -1.999 3.156 2.156
C -1.842 4.097 4.367
C 8.403 0.728 -1.282
C -1.378 3.218 3.399
C 1.161 1.793 -0.849
C 1.338 -1.507 4.811
C 5.945 -1.156 -1.801
C 1.146 -0.738 2.494
C 4.335 -2.949 -1.386
C 7.701 0.277 -2.557
C -1.511 2.187 1.140
C 3.090 -3.449 -1.061
H 9.447 0.969 -1.489
H 2.193 1.826 -0.491
H 4.322 2.820 -1.992
H 5.187 -3.598 -1.534
H -4.095 1.732 -1.775
H 3.454 0.307 -1.277
H -2.588 -2.730 4.442
H -3.462 1.796 -3.434
H -3.291 5.604 4.857
H 0.263 -1.569 -4.324
H -0.531 2.573 3.589
H 7.927 1.614 -0.862
H -1.328 -2.329 -4.258
H -1.927 0.185 -3.975
H -2.657 -1.366 0.363
H -3.833 -2.430 2.320
H 8.157 -0.645 -2.915
H 1.050 -2.891 -0.605
H -1.358 4.131 5.335
H -0.024 -2.900 -3.190
H 7.801 1.032 -3.338
H 4.964 1.757 -0.735
H 8.373 -0.067 -0.539
H -4.382 5.517 2.637
H 6.054 2.814 -1.630
H 5.788 1.555 -3.671
H -2.943 2.978 -2.204
H 0.690 2.742 -0.591
H 1.962 -1.602 5.690
H 2.922 -4.513 -0.958
H -3.552 3.929 0.915
H 4.412 0.682 -3.094
```

## Properties
- 2S+1: 2
- Lowest unoccupied orbital energy (spin up / spin down): 2.08 / 2.08 eV
- Orbital gap (spin up / spin down): 6.41 / 6.30 eV
- Total charge: -1
- HOMO level (spin up / spin down): -4.3 / -4.2 eV


3.
The following is a quantum chemistry calculation of a structure of composition C32H39GdN9OS, from the OMol25 dataset.

XYZ file:
```
83
Properties=species:S:1:pos:R:3
Gd -0.065 -0.168 1.001
S 2.646 2.775 3.868
O -2.001 1.563 0.590
N -2.025 -1.537 -0.022
N 1.075 2.171 -2.063
N 0.502 2.119 -0.800
N 0.968 1.787 1.891
N 1.874 -2.267 -2.612
N 0.692 -0.860 -1.342
N 2.123 -1.131 1.944
N -1.241 0.064 3.162
N -0.480 -2.409 2.171
C -1.931 1.376 5.089
C 1.927 -2.051 2.911
C 3.041 -2.457 3.715
C -1.149 -0.203 -4.528
C 2.137 3.003 -4.002
C 1.756 -1.657 -1.420
C 0.632 -2.775 3.108
C -1.863 -1.013 3.636
C -2.801 0.324 5.433
C 1.673 2.367 2.689
C -0.376 -1.003 -5.354
C 2.838 3.894 -1.709
C -3.120 -1.236 -0.773
C -0.625 -3.333 1.012
C -0.958 -0.182 -3.134
C -2.037 -3.716 -0.976
C 0.595 -1.835 -4.797
C -2.769 -0.862 4.707
C -3.096 -3.386 -1.828
C -2.196 2.349 -0.328
C 4.435 -0.831 2.586
C -1.623 -2.822 0.015
C -3.492 3.036 -0.562
C -1.197 1.194 3.902
C 1.658 3.397 -2.573
C 0.560 4.443 -2.658
C 3.328 -0.523 1.833
C 4.279 -1.844 3.593
C 0.054 -0.947 -2.591
C -3.656 -2.093 -1.711
C 0.796 -1.837 -3.425
C -1.781 -2.294 2.915
H -3.503 0.410 6.239
H 3.423 0.225 1.000
H -0.454 -0.911 -6.432
H -1.517 -4.673 -1.033
H -1.876 -3.092 3.651
H -1.506 0.513 -2.486
H -1.795 2.274 5.661
H -3.434 -4.079 -2.597
H 0.160 4.735 -1.684
H 1.224 -2.441 -5.436
H 5.390 -0.362 2.412
H 5.097 -2.035 4.256
H 1.222 2.708 -4.595
H -4.183 2.409 -1.159
H 2.490 -1.856 -0.617
H 2.739 -2.738 -2.918
H 2.914 2.204 -4.036
H 3.675 3.156 -1.643
H 2.819 -3.205 4.467
H -0.545 2.296 -0.841
H 0.376 -3.538 0.559
H 0.269 -2.576 4.141
H -3.258 3.883 -1.218
H -3.932 3.363 0.414
H 0.902 2.646 -0.004
H 2.607 3.897 -4.495
H -3.376 -1.744 4.982
H -0.576 2.019 3.505
H 1.009 5.347 -3.117
H 2.532 4.182 -0.702
H -3.450 -0.212 -0.645
H -0.350 4.135 -3.215
H -2.641 -2.320 2.212
H -4.453 -1.747 -2.371
H 0.798 -3.871 3.093
H 3.256 4.796 -2.224
H 1.780 1.431 -2.132
H -1.885 0.456 -4.963
H -1.053 -4.273 1.404
```

## Properties
- 2S+1: 8
- Lowest unoccupied orbital energy (spin up / spin down): -2.54 / -3.12 eV
- Orbital gap (spin up / spin down): 6.09 / 4.47 eV
- Total charge: +1
- HOMO level (spin up / spin down): -8.6 / -7.6 eV


4.
The following is a quantum chemistry calculation of a cluster of 17 separate species, C3H41N2O16 in total, from the OMol25 dataset.

XYZ file:
```
62
Properties=species:S:1:pos:R:3
O 1.314 2.549 -2.883
O -3.742 1.889 -1.841
O 1.850 -0.987 -2.498
O -2.957 -1.955 -2.309
O -0.158 -2.009 2.192
O 1.604 -3.457 0.631
O -1.060 0.133 -0.724
O -0.213 -3.586 -1.399
O -2.429 -1.450 0.905
O -4.430 0.077 0.598
O -3.202 -4.353 -0.246
O 1.369 3.944 -0.466
O -1.073 -0.173 -3.405
O -0.974 1.825 3.545
O 1.753 0.341 4.472
O 0.551 3.585 2.271
N 1.056 0.684 1.446
N 2.998 0.258 0.276
C 4.245 1.850 -1.103
C 2.366 0.585 1.397
C 4.327 0.760 -0.071
H -3.120 -0.726 0.821
H 2.191 4.375 -0.748
H 0.625 0.642 0.538
H 1.022 3.624 -1.318
H -0.844 0.399 -2.652
H 4.658 -0.231 -0.485
H -3.169 1.224 -2.289
H 3.273 1.814 -1.627
H -1.008 -1.603 1.959
H 1.457 -0.875 -3.372
H -3.314 -2.846 -2.381
H -2.382 -4.926 -0.359
H 2.362 0.023 -0.488
H 1.224 0.563 5.241
H 1.111 0.261 3.769
H 1.591 2.137 -3.705
H 4.939 1.028 0.823
H 4.281 2.949 -0.767
H -1.583 -0.909 -3.070
H 0.348 -3.684 -0.607
H 1.041 3.251 1.517
H 0.572 3.128 -3.116
H -2.566 -3.633 -0.401
H 0.481 0.901 2.261
H 2.239 -2.843 0.261
H 0.204 -4.092 -2.104
H 2.934 0.984 2.271
H -1.887 0.491 -0.385
H -1.074 -0.719 -0.189
H -5.335 -0.232 0.610
H -2.495 -1.926 -1.471
H -3.033 -2.227 0.958
H 0.716 4.540 2.191
H -1.835 2.020 3.914
H 1.003 -1.159 -2.062
H 1.014 -2.894 1.145
H -0.807 2.631 3.000
H 4.925 1.920 -1.978
H -4.137 2.178 -2.676
H -4.269 0.569 -0.235
H -0.441 -2.643 2.898
```

## Properties
- Lowest unoccupied orbital energy: -2.46 eV
- Orbital gap: 11.18 eV
- Total charge: +1
- HOMO level: -13.6 eV


5.
The following is a quantum chemistry calculation of a structure of composition CHN4O2, from the OMol25 dataset.

XYZ file:
```
8
Properties=species:S:1:pos:R:3
O 0.812 1.785 0.057
O 2.424 0.240 0.202
N 0.111 -0.409 -0.080
N -0.258 -1.671 0.153
N -1.549 -1.366 0.134
N -1.205 -0.072 -0.131
C 1.334 0.702 0.062
H -1.668 0.791 -0.395
```

## Properties
- Lowest unoccupied orbital energy: 4.34 eV
- Orbital gap: 9.16 eV
- Total charge: -1
- HOMO level: -4.8 eV


6.
The following is a quantum chemistry calculation of a cluster of 3 separate species, C44H52ClO8PSi in total, from the OMol25 dataset.

XYZ file:
```
107
Properties=species:S:1:pos:R:3
Cl -4.498 3.780 2.201
P 0.162 -1.417 3.944
Si -3.663 2.165 3.216
O -0.520 -2.569 3.352
O 2.087 -2.719 -6.814
O -0.363 -3.490 -0.649
O -4.839 -5.872 -2.392
O 1.752 -1.532 3.795
O -0.045 -1.283 5.529
O 2.201 4.447 1.430
O 4.603 0.845 -9.929
C -2.237 1.537 2.191
C -1.531 -4.428 -2.468
C -2.299 -4.159 1.269
C -0.640 -4.473 -4.700
C 2.099 -0.055 -5.972
C 2.140 1.280 -5.607
C 4.057 0.035 -9.211
C -0.464 4.800 5.055
C -0.118 0.895 6.648
C -3.812 -5.367 -1.988
C 1.236 4.278 2.449
C -2.452 -4.435 -0.086
C -1.756 0.131 2.650
C -0.906 -0.291 6.116
C 2.071 3.512 0.381
C 2.726 -0.474 -7.139
C -3.627 -5.037 -0.547
C 3.430 1.791 -7.573
C -4.492 -5.060 1.693
C -2.691 -5.058 -2.921
C -1.358 -4.068 -1.029
C -0.510 -4.133 -3.364
C -1.793 -5.108 -5.148
C 0.539 5.762 4.404
C 4.672 -3.179 -11.061
C -0.292 0.132 3.125
C 1.686 5.023 3.712
C -3.319 -4.471 2.152
C 2.584 -0.556 4.445
C 3.398 -3.691 -9.086
C 4.031 -1.414 -9.564
C -3.030 5.222 5.019
C -3.173 2.603 4.978
C 3.836 -0.326 3.613
C -2.818 -5.397 -4.263
C -3.726 3.951 5.512
C 3.389 -2.344 -8.745
C 3.390 0.453 -7.945
C 2.680 -1.918 -7.505
C 4.668 -1.836 -10.724
C 2.808 2.202 -6.406
C 4.040 -4.107 -10.240
C -1.675 5.528 5.679
C -4.646 -5.344 0.346
H -0.653 1.370 7.474
H 1.652 1.605 -4.698
H -2.406 -0.295 3.423
H 4.342 0.569 3.983
H 0.359 0.180 2.247
H 5.157 -1.104 -11.352
H -3.702 6.065 5.201
H 2.476 5.716 3.411
H 3.548 -0.155 2.574
H -1.731 5.337 6.755
H 0.081 1.658 5.892
H 0.940 6.434 5.171
H -1.685 0.008 5.410
H 2.109 4.304 4.422
H -2.089 2.561 5.127
H -0.083 0.998 3.760
H 2.842 3.245 -6.116
H 1.095 3.207 2.645
H -3.190 -4.256 3.205
H -2.864 5.188 3.937
H -1.389 -3.703 1.636
H 0.837 0.540 7.046
H -1.497 6.604 5.566
H 0.383 -3.642 -3.001
H -1.416 2.262 2.263
H -1.836 -0.556 1.807
H 4.512 -1.178 3.672
H 3.948 2.498 -8.205
H 0.262 4.674 2.114
H -4.714 1.126 3.262
H 0.011 6.384 3.671
H -2.526 1.505 1.137
H -5.286 -5.301 2.387
H -1.891 -5.376 -6.192
H 5.169 -3.506 -11.965
H 2.559 2.562 0.634
H -4.797 3.993 5.287
H 2.899 -4.402 -8.441
H -0.802 4.094 4.286
H 2.053 0.397 4.566
H 1.019 3.312 0.141
H -5.551 -5.805 -0.026
H -3.722 -5.885 -4.599
H -3.598 1.804 5.599
H 2.549 3.928 -0.506
H 0.073 4.229 5.820
H 4.050 -5.157 -10.503
H -3.642 3.930 6.605
H 1.584 -0.782 -5.359
H 2.823 -0.921 5.447
H 0.158 -4.239 -5.395
H -1.408 -0.791 6.947
```

## Properties
- Lowest unoccupied orbital energy: -1.05 eV
- Orbital gap: 8.32 eV
- SMILES: CCOP(=O)(CCC[Si@H](Cl)CCCCCCCCOC)OCC.O=C1c2ccccc2C(=O)c2ccccc21.O=C1c2ccccc2C(=O)c2ccccc21
- Total charge: 0
- HOMO level: -9.4 eV


7.
The following is a quantum chemistry calculation of an isolated molecule of C6H17N2OP, from the OMol25 dataset.

XYZ file:
```
27
Properties=species:S:1:pos:R:3
P -0.305 0.458 -0.978
O -0.318 1.725 -1.729
N -0.326 -1.265 -2.043
N -1.590 0.274 0.053
C -2.419 1.492 0.300
C 2.225 -0.565 -1.026
C 1.254 0.052 0.020
C 1.740 1.435 0.494
C -2.147 -1.008 0.359
C 1.039 -0.793 1.201
H 2.086 0.125 -1.820
H 0.053 -0.984 -2.993
H -2.824 -1.521 -0.337
H -1.684 2.272 0.196
H 2.768 1.548 0.854
H 3.325 -0.693 -0.632
H -3.206 1.621 -0.418
H 1.788 2.012 -0.495
H -2.869 1.217 1.257
H 0.945 1.923 1.135
H -1.349 -1.715 0.389
H 0.960 -1.850 0.860
H 0.106 -0.477 1.646
H 1.812 -1.590 -1.306
H -2.669 -0.959 1.339
H 1.900 -0.808 1.916
H -1.300 -1.663 -2.170
```

## Properties
- Lowest unoccupied orbital energy: 0.78 eV
- Orbital gap: 9.88 eV
- SMILES: CN(C)[P@@](N)(=O)C(C)(C)C
- Total charge: 0
- HOMO level: -9.1 eV


Summary of energy above the lowest of the compared OMol25 structures with the same formula, charge and spin in eV
1.748, 0.610, 0.000, 4.062, 2.892, 0.000, 1.295
(order as listed above)
Summary of largest force on an atom in eV/A
1.6, 1.1, 4.1, 3.4, 1.6, 0.6, 4.2
(order as listed above)